Version P
Formula: C3H10N4O
Source: the Open Molecules 2025 dataset
Level of theory: ωB97M-V/def2-TZVPD

HOMO-LUMO gap: 10.00 eV
SMILES: C/N=C\N.NC(N)=O
Molar mass: 118.14 Da
HOMO: -9.3 eV
E_LUMO: 0.65 eV

Geometry as XYZ:
```
18
Properties=species:S:1:pos:R:3:mulliken_charge:R:1
C 1.24386 -0.43058 -0.81392 -0.894
N 1.24340 0.77579 0.02372 -0.462
C 1.75671 1.81675 -0.45702 0.078
N 2.44364 1.89545 -1.70320 -0.616
H 0.40758 -0.38258 -1.51471 0.319
H 1.07271 -1.30396 -0.18858 0.277
H 2.15670 -0.53165 -1.39694 0.393
H 1.76111 2.76140 0.09128 0.344
H 2.25484 2.77348 -2.17751 0.266
H 3.44978 1.96258 -1.55702 0.233
N -1.37228 -1.49597 1.97297 -0.392
C -1.81059 -1.07084 0.75211 0.550
N -1.65005 0.28324 0.49209 -0.533
O -2.35076 -1.84881 -0.02423 -0.641
H -1.47524 -2.48246 2.16240 0.230
H -0.69426 -0.95783 2.47824 0.223
H -0.66331 0.56188 0.47084 0.344
H -2.17404 0.50330 -0.34664 0.283
```

---

Version Q
Formula: C3H10N4O
Source: the Open Molecules 2025 dataset
Level of theory: ωB97M-V/def2-TZVPD

HOMO-LUMO gap: 10.34 eV
SMILES: C/N=C\N.NC(N)=O
Molar mass: 118.14 Da
HOMO: -9.7 eV
E_LUMO: 0.61 eV

Geometry as XYZ:
```
18
Properties=species:S:1:pos:R:3:mulliken_charge:R:1
C 0.11278 2.47720 2.93274 -0.737
N -0.42217 2.34268 1.57982 -0.400
C -0.67156 1.18817 1.15553 -0.151
N -0.38563 -0.08171 1.75698 -0.625
H -0.62704 3.07808 3.46771 0.256
H 1.04337 3.04070 2.91666 0.258
H 0.22118 1.53180 3.46335 0.335
H -1.27090 1.05566 0.24975 0.585
H -1.23283 -0.63225 1.77396 0.275
H 0.33212 -0.55721 1.23398 0.205
N 0.78279 -1.99707 -0.80682 -0.403
C 0.33605 -1.47858 -2.01315 0.400
N -0.35262 -0.27809 -1.88520 -0.405
O 0.53304 -2.00824 -3.07895 -0.574
H 0.15655 -2.04754 -0.02745 0.218
H 1.26051 -2.87219 -0.95532 0.243
H 0.10642 0.39783 -1.29851 0.277
H -0.51471 0.12158 -2.79984 0.245
```

---

Bottom line: version P, by a margin of 0.0061 hartree.

---

Version P
Formula: C4H14N3P
Source: the Open Molecules 2025 dataset
Level of theory: ωB97M-V/def2-TZVPD

HOMO-LUMO gap (alpha / beta): 7.54 / 6.21 eV
Molar mass: 135.15 Da
HOMO (alpha / beta): -7.6 / -6.4 eV
E_LUMO (alpha / beta): -0.10 / -0.21 eV

Geometry as XYZ:
```
22
Properties=species:S:1:pos:R:3:mulliken_charge:R:1
C -2.33512 -0.62325 0.69738 -1.145
C -1.52848 1.51529 -0.04294 -1.123
C 2.50186 0.76316 1.11756 -1.047
C 1.57473 0.39040 -1.20280 -0.691
N -0.39326 -2.65550 -1.01168 -0.647
N -1.23689 0.15893 0.47242 0.313
N 1.40177 0.48073 0.22031 0.183
P 0.21298 -0.46845 0.97986 -0.134
H -3.28206 -0.22253 0.19997 0.380
H -2.21008 -1.43872 -0.09212 0.268
H -2.47166 -0.99817 1.70177 0.347
H -1.57444 1.29129 -1.10015 0.441
H -2.47383 1.89729 0.33568 0.406
H -0.83946 2.21935 0.12124 0.361
H 2.85431 1.70649 0.67996 0.345
H 2.16887 0.96344 2.13993 0.359
H 3.40941 0.15593 1.05223 0.311
H 2.14022 -0.53115 -1.62062 0.253
H 0.56443 0.46616 -1.55104 0.239
H 2.21643 1.19817 -1.75263 0.284
H -1.14317 -3.10072 -0.59406 0.160
H 0.44343 -3.16814 -0.75026 0.137
```

---

Version Q
Formula: C4H14N3P
Source: the Open Molecules 2025 dataset
Level of theory: ωB97M-V/def2-TZVPD

HOMO-LUMO gap: 9.00 eV
SMILES: C/N=P/N(C)C.CN
Molar mass: 135.15 Da
HOMO: -8.6 eV
E_LUMO: 0.41 eV

Geometry as XYZ:
```
22
Properties=species:S:1:pos:R:3:mulliken_charge:R:1
C -0.57021 -2.82901 -0.35863 -0.821
N -1.01780 -1.49151 -0.15174 -0.281
P -0.52262 -0.28315 -1.06120 -0.138
N -1.18223 1.19231 -0.56533 0.309
C -0.90059 2.50411 -1.13986 -0.916
C -2.20219 0.96252 0.37347 -0.922
H -0.88523 -3.32293 0.52411 0.330
H -1.08503 -3.27981 -1.19695 0.295
H 0.50102 -2.99467 -0.31312 0.235
H -1.45589 2.75838 -2.00479 0.304
H -1.16766 3.24489 -0.41622 0.350
H 0.16436 2.51560 -1.33911 0.322
H -2.22020 -0.04211 0.63805 0.435
H -2.17139 1.49180 1.35329 0.266
H -3.25974 1.34057 -0.10545 0.247
C 3.03487 -0.64664 0.81491 -0.713
N 2.05250 0.43458 0.75186 -0.423
H 2.94582 -1.33358 -0.02833 0.254
H 4.08313 -0.17775 0.89043 0.222
H 2.87062 -1.13249 1.70560 0.302
H 1.34230 0.28398 0.04870 0.099
H 1.64614 0.80494 1.58031 0.245
```

---

Bottom line: version Q, by a margin of 0.0843 hartree.

---

Version P
Formula: C5H9P
Source: the Open Molecules 2025 dataset
Level of theory: ωB97M-V/def2-TZVPD

HOMO-LUMO gap: 9.80 eV
SMILES: P[C@H]1C=CCC1
Molar mass: 100.10 Da
HOMO: -8.7 eV
E_LUMO: 1.11 eV

Geometry as XYZ:
```
15
Properties=species:S:1:pos:R:3:mulliken_charge:R:1
P 0.48963 -1.39456 1.81207 -0.098
C -0.55977 -0.32511 0.84565 0.035
C 0.35717 1.07853 0.65161 -0.794
C 0.49577 1.30789 -0.66695 -0.295
C -0.08060 0.18417 -1.47979 -0.504
C -0.99026 -0.68475 -0.64217 -0.915
H 0.96076 -0.32031 2.49201 -0.017
H 1.59812 -1.19786 1.12277 0.020
H -1.50193 -0.01401 1.42492 0.343
H 0.83472 1.35616 1.49832 0.507
H 0.99759 2.06122 -1.23568 0.418
H -0.49463 0.59263 -2.46512 0.366
H 0.71634 -0.45990 -1.84243 0.241
H -1.96992 -0.48713 -0.71808 0.339
H -0.85300 -1.69696 -0.79714 0.354
```

---

Version Q
Formula: C5H9P
Source: the Open Molecules 2025 dataset
Level of theory: ωB97M-V/def2-TZVPD

HOMO-LUMO gap: 8.46 eV
SMILES: CC1=PC1(C)C
Molar mass: 100.10 Da
HOMO: -8.0 eV
E_LUMO: 0.48 eV

Geometry as XYZ:
```
15
Properties=species:S:1:pos:R:3:mulliken_charge:R:1
C 2.00352 0.96918 -0.10657 -0.926
C 0.61822 0.91908 -0.52479 0.012
P -0.49893 1.06941 -1.74253 -0.191
C -0.80503 -0.10967 -0.25649 0.864
C -1.60336 0.22505 0.85752 -1.389
C -0.49800 -1.57522 -0.38389 -1.311
H 2.16846 1.90294 0.45193 0.299
H 2.65745 1.12449 -0.98500 0.307
H 2.32641 0.11927 0.43469 0.295
H -2.47473 0.87551 0.54570 0.271
H -0.96323 0.83200 1.51345 0.314
H -1.90731 -0.55188 1.40927 0.465
H -1.36886 -2.18792 -0.28631 0.413
H 0.22016 -1.96857 0.41809 0.240
H 0.12522 -1.64369 -1.34506 0.338
```

---

Bottom line: version P, by a margin of 0.0302 hartree.

---

Version P
Formula: ClH2NP2
Source: the Open Molecules 2025 dataset
Level of theory: ωB97M-V/def2-TZVPD

HOMO-LUMO gap (alpha / beta): 8.02 / 8.03 eV
Molar mass: 113.42 Da
HOMO (alpha / beta): -9.6 / -9.6 eV
E_LUMO (alpha / beta): -1.62 / -1.62 eV

Geometry as XYZ:
```
6
Properties=species:S:1:pos:R:3:mulliken_charge:R:1
N -1.10154 0.62115 0.00723 -0.258
P -0.71043 -0.89821 -0.03506 0.381
P 1.40939 -0.44494 -0.39327 -0.076
Cl -3.29415 0.75881 -0.02327 -0.215
H 2.01909 -0.92253 0.68984 0.066
H 1.67764 0.88572 -0.24548 0.102
```

---

Version Q
Formula: ClH2NP2
Source: the Open Molecules 2025 dataset
Level of theory: ωB97M-V/def2-TZVPD

HOMO-LUMO gap: 8.65 eV
SMILES: [PH2]#P=NCl
Molar mass: 113.42 Da
HOMO: -9.6 eV
E_LUMO: -0.94 eV

Geometry as XYZ:
```
6
Properties=species:S:1:pos:R:3:mulliken_charge:R:1
P -0.03480 -0.75662 -1.36532 -0.082
P 0.60830 0.87906 -0.05151 0.320
N -0.57709 0.75077 0.92713 -0.205
Cl -0.55564 2.16398 2.33395 -0.174
H -0.56382 -1.76962 -0.58177 0.099
H 1.12305 -1.26758 -1.26248 0.042
```

---

Bottom line: version Q, by a margin of 0.0130 hartree.

---

Version P
Formula: C3H5IO
Source: the Open Molecules 2025 dataset
Level of theory: ωB97M-V/def2-TZVPD

HOMO-LUMO gap (alpha / beta): 8.83 / 5.99 eV
Molar mass: 183.98 Da
HOMO (alpha / beta): -9.6 / -7.8 eV
E_LUMO (alpha / beta): -0.75 / -1.85 eV

Geometry as XYZ:
```
10
Properties=species:S:1:pos:R:3:mulliken_charge:R:1
C -0.60216 -0.92763 -0.71854 -0.847
C -0.31309 0.37342 -0.46815 0.268
C 0.88568 1.02394 -0.73187 -0.733
O 1.84860 0.51505 2.06447 -0.343
I 2.54732 0.13672 -1.54589 0.108
H -1.55943 -1.34718 -0.46592 0.272
H 0.11415 -1.59445 -1.16963 0.214
H -1.07116 0.99239 -0.00560 0.271
H 1.02051 2.05538 -0.45881 0.470
H 1.36214 -0.21490 2.44670 0.320
```

---

Version Q
Formula: C3H5IO
Source: the Open Molecules 2025 dataset
Level of theory: ωB97M-V/def2-TZVPD

HOMO-LUMO gap (alpha / beta): 7.20 / 6.74 eV
Molar mass: 183.98 Da
HOMO (alpha / beta): -8.6 / -8.5 eV
E_LUMO (alpha / beta): -1.37 / -1.78 eV

Geometry as XYZ:
```
10
Properties=species:S:1:pos:R:3:mulliken_charge:R:1
C 0.11033 0.00017 0.41840 0.378
C 0.88123 -0.58075 -0.63420 -0.292
C -1.39414 0.42302 0.19127 -0.938
O 0.38396 -1.41542 0.19695 -0.245
I 3.75154 0.31614 0.04676 -0.318
H 0.61290 0.40374 1.37779 0.301
H 0.86909 -0.65938 -1.75066 0.293
H -1.57844 -0.27874 -0.64679 0.274
H -1.61812 1.52376 -0.21723 0.253
H -2.01834 0.26745 1.01771 0.294
```

---

Bottom line: version Q, by a margin of 0.0292 hartree.

---

Version P
Formula: C5H20N2O5
Source: the Open Molecules 2025 dataset
Level of theory: ωB97M-V/def2-TZVPD

HOMO-LUMO gap: 9.76 eV
SMILES: C[C@@H](C(N)=O)N(C)C.O.O.O.O
Molar mass: 188.22 Da
HOMO: -9.4 eV
E_LUMO: 0.38 eV

Geometry as XYZ:
```
32
Properties=species:S:1:pos:R:3:mulliken_charge:R:1
C -0.32358 2.37386 -0.12874 -1.370
C -0.03512 1.33613 -1.21358 0.075
C 1.43797 0.85870 -1.07043 0.233
N 1.91202 0.33033 -2.21948 -0.511
O 2.04561 0.84141 -0.02522 -0.571
N -0.85832 0.13042 -1.23077 0.475
C -2.17920 0.36558 -1.80041 -1.205
C -0.93185 -0.44800 0.10086 -1.183
H -1.29084 2.18525 0.33079 0.362
H -0.29644 3.38512 -0.52726 0.318
H 0.39981 2.33527 0.67192 0.313
H -0.07943 1.77291 -2.21606 0.531
H 1.18706 0.13786 -2.89119 0.258
H 2.62477 -0.37683 -2.10692 0.255
H -2.11044 0.18230 -2.87298 0.326
H -2.63819 1.32444 -1.53521 0.334
H -2.90242 -0.36925 -1.46005 0.359
H -1.34098 -1.44284 0.12493 0.401
H -1.43003 0.19945 0.81873 0.327
H 0.08065 -0.55922 0.49999 0.292
O 2.97786 0.42764 3.07119 -0.706
H 3.37626 -0.41859 2.80769 0.346
H 2.50248 0.59919 2.24226 0.349
O -1.11404 -2.42174 2.85536 -0.621
H -0.98391 -3.29864 2.47789 0.306
H -0.28668 -2.17599 3.29101 0.329
O 0.32607 -0.20402 3.90004 -0.699
H 1.30670 -0.19058 3.87670 0.441
H 0.25039 0.15651 3.00079 0.268
O -0.35824 -2.71298 -3.00154 -0.665
H -0.03707 -1.94104 -2.51573 0.307
H -1.23087 -2.38266 -3.25458 0.326
```

---

Version Q
Formula: C5H20N2O5
Source: the Open Molecules 2025 dataset
Level of theory: ωB97M-V/def2-TZVPD

HOMO-LUMO gap: 9.49 eV
SMILES: CN[C@H](C=O)CCN.O.O.O.O
Molar mass: 188.22 Da
HOMO: -9.0 eV
E_LUMO: 0.52 eV

Geometry as XYZ:
```
32
Properties=species:S:1:pos:R:3:mulliken_charge:R:1
C 0.58834 -2.77154 0.35993 -1.037
N -0.28131 -1.57763 0.57260 -0.389
C 0.45581 -0.49065 1.31544 0.176
C 0.30856 -0.63172 2.84350 -0.275
O -0.31313 -1.54852 3.30447 -0.495
C -0.10451 0.88441 0.89248 -0.025
C -1.57668 1.12441 1.26404 -0.655
N -2.14942 2.29019 0.56011 -0.683
H 1.01752 -3.17265 1.33059 0.272
H 1.42636 -2.48523 -0.20514 0.357
H 0.01421 -3.48976 -0.16257 0.369
H -1.16625 -1.84580 1.11735 0.313
H 1.57031 -0.50511 1.08238 0.315
H 0.70803 0.12999 3.42281 0.536
H 0.52626 1.64794 1.26452 0.640
H 0.06833 0.94284 -0.23316 -0.754
H -1.67554 1.26525 2.33633 0.417
H -2.23883 0.24973 0.97626 0.210
H -2.06146 2.16413 -0.47059 0.303
H -1.70476 3.13298 0.82702 0.257
O -1.29914 -0.83339 -2.03346 -0.789
H -0.98951 -1.14727 -1.05946 0.496
H -0.67257 -1.25383 -2.62613 0.324
O 3.07658 -0.36670 -0.70438 -0.575
H 3.80317 0.06914 -0.22287 0.275
H 3.15772 -0.01867 -1.58520 0.283
O -1.12744 1.81110 -2.33670 -0.713
H -1.25375 0.84817 -2.20151 0.430
H -1.51625 1.98503 -3.18682 0.303
O 1.49184 1.23923 -2.34177 -0.760
H 0.59331 1.67888 -2.47672 0.463
H 1.32419 0.67506 -1.62337 0.411
```

---

Bottom line: version P, by a margin of 0.0243 hartree.